{
  "formula": "C14H13ClHfN2O3",
  "method": "ωB97M-V/def2-TZVPD",
  "total_energy_ha": -1384.0491,
  "e_lumo_ev": -11.290,
  "charge": 2,
  "species": ["Cl", "C", "C", "C", "H", "C", "C", "H", "H", "H", "C", "Hf", "C", "O", "C", "O", "H", "H", "H", "N", "C", "O", "C", "C", "C", "N", "C", "C", "H", "H", "H", "H", "H", "H"],
  "coordinates": [[0.0187, 3.7418, -2.0773], [-1.9765, 0.2494, -2.6518], [-1.1494, -0.8688, -2.4066], [0.1016, -0.6378, -3.0375], [-1.4145, -1.7409, -1.8334], [0.0561, 0.6314, -3.6649], [-1.2425, 1.1606, -3.4424], [-1.5605, 2.1459, -3.7309], [-2.9835, 0.3859, -2.2951], [0.9461, -1.3069, -3.0313], [1.1347, 1.2790, -4.4600], [-0.1013, 0.9578, -1.2397], [1.7098, 1.5504, -0.7988], [2.8084, 1.8219, -0.5169], [-0.9978, 1.9202, 0.2129], [-1.5143, 2.5587, 1.0412], [2.1172, 1.0307, -4.0621], [1.0183, 2.3609, -4.4301], [1.1047, 0.9580, -5.5048], [0.6788, -1.5908, 5.7347], [-0.0513, -2.0714, 4.6936], [-0.8181, -2.9992, 4.8992], [0.0202, -1.4784, 3.3178], [0.9438, -0.4786, 2.9904], [0.9309, 0.0932, 1.7236], [0.0248, -0.2902, 0.7701], [-0.8734, -1.2742, 1.0566], [-0.8844, -1.8860, 2.3188], [0.5810, -2.0127, 6.6710], [1.3196, -0.7934, 5.6510], [1.6673, -0.0988, 3.6944], [1.6276, 0.8929, 1.5513], [-1.6165, -1.5628, 0.3338], [-1.6256, -2.6481, 2.5227]],
  "forces_ev_per_angstrom": [[0.243, -2.739, 1.488], [-0.166, 0.087, -0.105], [0.210, -0.216, 0.387], [-0.067, -0.055, -0.143], [-0.064, -0.210, -0.151], [0.060, -0.358, -0.428], [-0.047, 0.099, 0.512], [-0.141, 0.054, -0.220], [-0.215, -0.029, -0.063], [0.135, -0.168, -0.074], [0.201, 0.258, -0.059], [-4.205, -4.587, -7.652], [14.020, 4.111, 2.446], [-5.398, -1.154, -1.323], [-7.430, 8.172, 9.723], [2.669, -3.265, -3.844], [0.123, -0.050, -0.112], [0.043, 0.007, -0.107], [-0.058, -0.036, 0.115], [0.938, 1.176, -0.402], [-0.913, -1.538, 2.113], [0.119, 0.386, -0.998], [0.307, 0.679, -0.695], [-0.281, 0.081, -0.750], [-0.994, -1.058, 0.806], [0.356, 0.350, -0.658], [0.789, -0.025, 1.826], [0.167, 0.438, -0.336], [-0.098, 0.223, -1.051], [-0.575, -0.765, 0.206], [0.056, -0.067, 0.071], [0.057, 0.148, -0.404], [0.067, 0.099, -0.287], [0.091, -0.048, 0.167]]
}


{
  "formula": "C8H9NO6Pt",
  "method": "ωB97M-V/def2-TZVPD",
  "total_energy_ha": -935.0189,
  "spin_multiplicity": 3,
  "e_lumo_ev": [-7.048, -11.124],
  "charge": 2,
  "species": ["Pt", "O", "C", "C", "O", "C", "O", "C", "O", "C", "H", "H", "C", "H", "H", "N", "C", "C", "O", "O", "H", "H", "H", "H", "H"],
  "coordinates": [[-0.2408, -0.0267, -1.7053], [-0.0711, 3.0009, -0.9211], [-0.1309, 1.8823, -1.1835], [-0.3339, -1.9548, -1.1163], [-0.3873, -3.1024, -1.0584], [1.7857, -0.1425, -1.5992], [2.8749, -0.1883, -1.2364], [-2.2641, 0.0735, -1.5060], [-3.3495, 0.1307, -1.1092], [-0.2151, 0.7849, -3.7903], [-1.1168, 1.3723, -3.9687], [0.7346, 1.2701, -4.0412], [-0.2837, -0.6507, -3.7938], [0.6212, -1.2153, -4.0502], [-1.2430, -1.1419, -3.9793], [0.4928, 0.6221, 4.3976], [0.4252, -0.6578, 3.6495], [0.1154, -0.2163, 2.2088], [0.1060, -1.1270, 1.3520], [-0.0856, 1.0288, 2.0749], [1.4538, 0.7767, 4.7132], [-0.0855, 0.6046, 5.2330], [0.1864, 1.3389, 3.6801], [1.3777, -1.1754, 3.7015], [-0.3663, -1.2866, 4.0480]],
  "forces_ev_per_angstrom": [[0.139, -0.101, 2.326], [-0.204, -3.778, -1.008], [0.301, 5.377, 1.677], [-0.224, -4.930, 0.319], [0.175, 3.699, -0.056], [5.783, -0.430, 0.617], [-3.371, 0.192, -0.793], [-6.573, 0.221, 1.093], [4.211, -0.185, -1.220], [-0.066, -1.689, -1.480], [0.201, -0.150, 0.202], [-0.320, -0.146, 0.358], [0.048, 1.477, -1.695], [-0.424, 0.160, 0.256], [0.358, 0.130, 0.092], [0.579, -0.364, 0.766], [-0.049, -0.087, -0.081], [-0.456, 2.681, -0.111], [-0.024, -0.193, -0.736], [0.269, -2.207, -0.506], [-0.160, 0.346, -0.094], [-0.235, 0.189, 0.052], [0.061, -0.023, 0.129], [-0.026, -0.118, -0.019], [0.005, -0.070, -0.088]]
}


{
  "formula": "C7H15CaN2",
  "method": "ωB97M-V/def2-TZVPD",
  "total_energy_ha": -1062.6331,
  "e_lumo_ev": [2.788, 3.201],
  "charge": -1,
  "species": ["C", "Ca", "N", "H", "H", "H", "H", "H", "H", "H", "H", "C", "C", "C", "C", "N", "C", "C", "H", "H", "H", "H", "H", "H", "H"],
  "coordinates": [[0.9572, -0.0268, -3.5378], [-0.3798, -1.4203, -2.0515], [-1.5460, -3.0961, 0.4402], [1.2938, -1.0712, -3.3581], [-0.7522, -2.4826, 0.7268], [-1.7790, -2.8776, -0.5647], [0.9110, 0.0808, -4.6424], [1.7658, 0.6450, -3.1887], [-0.0054, 0.3832, -3.1600], [-2.3539, -2.8827, 1.0361], [-1.3073, -4.0882, 0.5402], [0.6695, 2.7953, 2.3793], [0.3228, 1.6008, 1.5401], [1.3427, 0.7647, 1.0895], [1.0466, -0.3185, 0.2975], [-0.2649, -0.5964, -0.0288], [-1.2855, 0.2041, 0.4330], [-1.0004, 1.2998, 1.2132], [1.1941, 2.4956, 3.2967], [1.3370, 3.4807, 1.8392], [-0.2275, 3.3525, 2.6666], [2.3814, 0.9731, 1.3613], [1.7860, -1.0401, -0.0592], [-2.2935, -0.1113, 0.1534], [-1.8126, 1.9361, 1.5782]],
  "forces_ev_per_angstrom": [[1.280, 1.481, -1.483], [-0.867, -1.323, -0.456], [0.495, 0.199, 0.693], [-0.178, 0.241, -0.051], [-0.172, -0.109, -0.191], [-0.348, -0.324, -0.358], [-0.053, -0.150, 0.633], [-0.332, -0.270, 0.009], [0.263, -0.207, -0.173], [-0.589, 0.076, 0.355], [0.116, -0.417, -0.107], [0.034, -0.037, -0.011], [-0.129, 1.287, 0.864], [1.067, -1.219, -0.852], [-0.207, 0.873, 0.938], [0.285, -0.795, -0.202], [0.189, 0.787, 0.706], [-1.022, -0.455, -0.430], [-0.034, 0.119, 0.008], [-0.046, 0.043, 0.095], [0.107, -0.031, -0.005], [-0.251, -0.081, -0.085], [-0.028, 0.277, 0.091], [0.207, 0.243, 0.123], [0.212, -0.208, -0.110]]
}


{
  "formula": "C6H15N",
  "method": "ωB97M-V/def2-TZVPD",
  "total_energy_ha": -291.9873,
  "spin_multiplicity": 2,
  "e_lumo_ev": [-2.597, -7.800],
  "charge": 1,
  "species": ["C", "C", "C", "N", "C", "C", "C", "H", "H", "H", "H", "H", "H", "H", "H", "H", "H", "H", "H", "H", "H", "H"],
  "coordinates": [[0.0919, 0.4123, -2.0986], [-0.4578, 1.8006, -2.1970], [0.8110, 0.2178, -0.7326], [-0.1552, -0.2979, 0.4190], [0.6928, -0.9206, 1.4505], [-0.0138, -2.1119, 2.1269], [-0.9093, 0.7558, 0.8882], [-0.5673, -0.4303, -2.2909], [0.8004, 0.1990, -2.8709], [-1.0821, 1.9699, -3.1009], [-1.1743, 1.9285, -1.3944], [0.4085, 2.4266, -2.0327], [1.4476, -0.6113, -0.8191], [1.4421, 0.9769, -0.3493], [1.0635, -0.1571, 2.2126], [1.5702, -1.1743, 0.9116], [-0.6113, -1.6225, 2.9911], [-0.6526, -2.7680, 1.4801], [0.5626, -2.8645, 2.6018], [-1.7329, 1.0587, 0.1973], [-0.4210, 1.6563, 1.0394], [-1.2556, 0.5729, 1.8670]],
  "forces_ev_per_angstrom": [[0.491, -0.520, 1.012], [-1.263, -0.421, -0.381], [-2.603, -2.874, -1.404], [4.720, 2.890, -0.411], [0.013, -1.084, 0.629], [-2.316, 1.095, 1.147], [-4.182, -0.310, -0.255], [-0.704, 0.107, 0.511], [0.983, 0.323, -0.410], [1.032, 0.176, 0.290], [0.021, 0.473, 0.171], [-0.278, 0.867, -0.426], [0.921, -1.179, -0.466], [-0.057, 1.359, 0.634], [-1.042, -0.629, -0.881], [0.783, -0.841, -0.185], [0.421, -1.222, -1.509], [0.237, 1.243, 0.190], [1.459, -0.109, 0.436], [0.389, -0.565, 0.535], [2.002, 1.852, -0.293], [-1.028, -0.631, 1.065]]
}